Molecular formula: C10H21ClI2N2O2PV
Method: DFT, the ωB97M-V functional and the def2-TZVPD basis

Computed properties:
max |F|: 0.132 Eh/bohr
spin multiplicity: 3
electronic energy: -81470.346 eV
ΔE to the lowest compared entry with this formula, charge and spin: 0.00 kJ/mol
LUMO level (spin up / spin down): -10.328 / -9.697 eV
charge: +2
HOMO-LUMO gap (spin up / spin down): 4.771 / 5.360 eV
<S²>: 2.272

Element x y z (Å)
I (3.5847, 0.8437, -0.4195)
I (0.6953, -3.4062, -1.4585)
V (0.6077, -0.9324, -1.0864)
P (-0.6403, -0.7848, -3.3556)
C (0.4347, -0.7850, -4.8399)
C (-1.8738, -2.0538, -3.6847)
H (-2.3673, 0.8296, -2.8236)
H (-2.0009, 0.7830, -4.5810)
H (-0.8987, 1.6301, -3.4451)
C (-1.5702, 0.7677, -3.5748)
H (-2.6245, -2.0552, -2.8815)
H (-2.3516, -1.8193, -4.6472)
H (-0.2053, -0.8769, -5.7242)
H (1.1202, -1.6349, -4.7771)
H (-1.3922, -3.0429, -3.7254)
H (1.0081, 0.1485, -4.8780)
C (1.3370, 0.5251, -2.0856)
O (1.5413, 1.4436, -2.7686)
Cl (-1.6124, -0.4644, -0.5389)
C (0.7412, -1.6162, 1.4139)
N (0.6274, -0.5833, 2.4278)
C (-0.1775, -0.8640, 3.5938)
C (0.2225, 0.1082, 4.6743)
C (0.1119, 1.5457, 4.2239)
N (0.3753, 1.7092, 2.8217)
C (0.4585, 3.0615, 2.3425)
C (0.6308, 0.6950, 1.9421)
O (0.8871, 0.9564, 0.7363)
H (1.6079, -1.3604, 0.7455)
H (-0.2142, -1.7031, 0.8582)
H (0.9201, -2.5713, 1.9225)
H (-1.2614, -0.7758, 3.3752)
H (0.0170, -1.9059, 3.8971)
H (1.2703, -0.0844, 4.9489)
H (-0.3890, -0.0431, 5.5531)
H (0.8178, 2.1729, 4.7842)
H (-0.8988, 1.9327, 4.4192)
H (-0.4068, 3.6310, 2.6654)
H (1.3643, 3.5432, 2.7120)
H (0.5034, 3.0359, 1.2380)

Löwdin atomic charge list, values in e, 4 entries: atom 1 (I): 0.823, atom 2 (I): 0.754, atom 3 (V): -0.001, atom 4 (P): 0.715